Molecular formula: C11H10F5O4Pd
Method: DFT, the ωB97M-V functional and the def2-TZVPD basis

As for the relative energy (zero: lowest compared OMol25 entry of this formula, charge and spin): 0.0 kcal/mol. The charge is -1. The total energy comes out at -1353.3833 hartree. The value obtained for the HOMO energy is -5.25 eV.

Last column: Löwdin charge in e.
Cartesian coordinates (Å):
1 Pd 0.20 -0.23 -0.22  0.990
2 C 3.80 1.99 -0.47  -0.031
3 C 2.47 1.48 0.07  -0.513
4 C 2.43 1.51 1.59  -0.022
5 O 2.31 0.11 -0.40  -0.113
6 C 1.28 2.36 -0.46  -0.610
7 O 1.51 3.54 -0.65  0.030
8 O 0.15 1.77 -0.65  -0.127
9 H 4.63 1.47 0.02  0.082
10 H 3.88 3.06 -0.30  0.083
11 H 3.85 1.81 -1.54  0.091
12 H 3.25 0.91 2.00  0.088
13 H 1.48 1.12 1.96  0.084
14 H 2.54 2.54 1.94  0.097
15 H 2.46 -0.55 0.29  0.087
16 F -1.97 0.55 1.95  0.059
17 C -2.55 -0.04 0.89  -0.232
18 C -1.77 -0.48 -0.17  -0.102
19 C -2.47 -1.08 -1.20  -0.242
20 F -1.81 -1.54 -2.29  0.056
21 C -3.85 -1.23 -1.21  -0.156
22 F -4.48 -1.82 -2.24  0.091
23 C -4.58 -0.77 -0.13  -0.153
24 F -5.92 -0.91 -0.11  0.094
25 C -3.93 -0.17 0.93  -0.156
26 F -4.64 0.27 1.98  0.092
27 C 0.33 -3.15 -0.34  -0.298
28 O 0.70 -2.04 0.41  -0.442
29 H -0.75 -3.37 -0.28  0.056
30 H 0.87 -4.04 0.04  0.058
31 H 0.57 -3.06 -1.41  0.059

Molecular formula: C11H10O5S
Method: DFT, the ωB97M-V functional and the def2-TZVPD basis

As for the relative energy (zero: lowest compared OMol25 entry of this formula, charge and spin): 0.0 kcal/mol. The total energy comes out at -1199.5354 hartree. The structure (SMILES) is C[C@@]1(S(=O)(=O)O)CC(=O)c2ccccc2C1=O. The value obtained for the HOMO energy is -9.95 eV.

Last column: Löwdin charge in e.
Cartesian coordinates (Å):
1 C 1.06 -2.26 1.68  -0.037
2 C 0.24 -1.26 0.80  -0.408
3 S -0.90 -2.19 -0.28  0.739
4 O -1.94 -1.29 -0.86  -0.282
5 O -0.25 -3.04 -1.28  -0.267
6 O -1.72 -3.19 0.77  -0.159
7 C -0.50 -0.29 1.77  -0.042
8 C -1.07 0.94 1.08  -0.332
9 O -1.88 1.61 1.70  0.099
10 C -0.44 1.51 -0.13  -0.089
11 C -0.78 2.77 -0.63  0.017
12 C -0.09 3.34 -1.72  -0.062
13 C 0.94 2.68 -2.32  -0.071
14 C 1.30 1.43 -1.84  0.020
15 C 0.64 0.82 -0.74  -0.071
16 C 1.05 -0.53 -0.29  -0.294
17 O 2.17 -0.98 -0.61  0.103
18 H 1.85 -1.76 2.26  0.098
19 H 1.61 -2.99 1.05  0.098
20 H 0.39 -2.78 2.39  0.097
21 H -2.25 -3.72 0.18  0.073
22 H 0.22 0.10 2.49  0.147
23 H -1.33 -0.78 2.30  0.148
24 H -1.60 3.39 -0.23  0.130
25 H -0.34 4.35 -2.06  0.114
26 H 1.47 3.17 -3.12  0.112
27 H 2.12 0.94 -2.36  0.119

Molecular formula: C11H11BrCeN3O11P2
Method: DFT, the ωB97M-V functional and the def2-TZVPD basis

As for the relative energy (zero: lowest compared OMol25 entry of this formula, charge and spin): 19.7 kcal/mol. The charge is +1. The total energy comes out at -5149.6727 hartree. The value obtained for the HOMO energy is -12.76 eV.

Last column: Löwdin charge in e.
Cartesian coordinates (Å):
1 Ce -4.85 -10.83 -9.79  1.175
2 O -9.03 -13.35 -14.12  0.132
3 C -8.37 -12.21 -13.75  -0.443
4 O -7.98 -11.42 -14.61  0.138
5 C -8.20 -12.03 -12.33  -0.034
6 C -9.03 -12.50 -11.30  0.055
7 N -8.49 -12.08 -10.10  0.073
8 N -7.38 -11.36 -10.30  0.055
9 C -7.16 -11.27 -11.67  -0.078
10 C -5.87 -10.72 -11.91  -0.556
11 O -4.87 -11.53 -12.11  -0.005
12 O -5.63 -9.48 -11.48  -0.020
13 H -9.19 -13.94 -13.37  0.108
14 H -9.94 -13.07 -11.36  0.144
15 H -8.84 -12.26 -9.16  0.187
16 O -3.77 -14.15 -7.55  0.007
17 P -4.41 -12.86 -8.12  0.254
18 O -5.10 -13.08 -9.47  -0.255
19 O -3.43 -11.69 -8.24  -0.310
20 O -5.53 -12.44 -7.07  -0.198
21 P -5.78 -10.82 -6.76  0.305
22 O -7.26 -10.93 -6.20  -0.059
23 O -4.78 -10.31 -5.82  -0.201
24 O -5.95 -10.12 -8.13  -0.336
25 H -3.38 -14.00 -6.70  0.115
26 H -7.23 -11.03 -5.25  0.091
27 C -3.05 -7.64 -5.62  -0.024
28 C -2.65 -8.23 -6.95  -0.216
29 C -1.37 -8.79 -7.16  0.034
30 C -1.08 -9.44 -8.34  -0.036
31 C -2.13 -9.53 -9.31  -0.677
32 Br -1.97 -10.60 -10.88  1.027
33 N -3.30 -8.95 -9.14  -0.052
34 C -3.57 -8.29 -7.97  -0.052
35 H -2.18 -7.46 -4.99  0.088
36 H -3.74 -8.33 -5.12  0.075
37 H -3.58 -6.70 -5.76  0.092
38 H -0.62 -8.72 -6.37  0.131
39 H -0.12 -9.90 -8.55  0.122
40 H -4.55 -7.84 -7.91  0.143

Molecular formula: C11H11BrIN2O2
Method: DFT, the ωB97M-V functional and the def2-TZVPD basis

The charge is +1. The total energy comes out at -3557.2147 hartree. The structure (SMILES) is C[C@H](Br)Cc1c[nH]cc(CC(=O)I)c1=[N+]=C=O. The value obtained for the HOMO energy is -12.62 eV.

Last column: Löwdin charge in e.
Cartesian coordinates (Å):
1 C -0.59 0.18 2.93  -0.136
2 C -1.58 -0.92 2.43  -0.710
3 Br -1.23 -2.62 3.35  0.721
4 C -1.57 -1.18 0.88  -0.178
5 C -0.96 -0.06 0.04  -0.104
6 C -1.43 1.25 0.06  0.019
7 N -0.85 2.20 -0.67  0.110
8 C 0.22 2.01 -1.46  0.038
9 C 0.74 0.73 -1.54  -0.112
10 C 1.98 0.38 -2.40  -0.102
11 C 3.19 0.31 -1.39  -0.853
12 O 3.06 0.83 -0.33  0.004
13 I 5.03 -0.68 -1.85  0.873
14 C 0.17 -0.36 -0.80  -0.106
15 N 0.72 -1.65 -0.91  0.200
16 C 0.01 -2.45 -1.53  -0.228
17 O -0.70 -3.10 -2.18  0.268
18 H -0.26 -0.13 3.94  0.065
19 H -1.12 1.14 3.07  0.081
20 H 0.32 0.28 2.33  0.084
21 H -2.60 -0.59 2.71  0.090
22 H -1.06 -2.15 0.72  0.074
23 H -2.61 -1.35 0.54  0.138
24 H -2.28 1.48 0.71  0.166
25 H -1.22 3.15 -0.59  0.189
26 H 0.69 2.82 -2.03  0.165
27 H 1.78 -0.62 -2.81  0.112
28 H 2.15 1.11 -3.21  0.134

Molecular formula: C11H11BrNO3SbSe5W
Method: DFT, the ωB97M-V functional and the def2-TZVPD basis

As for the relative energy (zero: lowest compared OMol25 entry of this formula, charge and spin): 47.8 kcal/mol. As for the expectation value of S²: 2.0191. The total energy comes out at -15594.7113 hartree. As for the multiplicity: 3. The value obtained for the HOMO energy (alpha / beta) is -8.22 / -8.07 eV.

Last column: Löwdin charge in e.
Cartesian coordinates (Å):
1 W 1.45 -0.22 0.23  1.155
2 C 1.72 -3.26 -2.70  -0.040
3 C 1.89 -2.88 -1.25  -0.471
4 C 1.03 -3.71 -0.31  -0.047
5 O 1.55 -1.49 -1.09  -0.432
6 H 2.04 -4.29 -2.86  0.089
7 H 2.32 -2.61 -3.34  0.086
8 H 0.67 -3.17 -3.00  0.089
9 H 2.94 -2.99 -0.96  0.130
10 H 0.00 -3.74 -0.66  0.081
11 H 1.05 -3.30 0.70  0.065
12 H 1.41 -4.73 -0.27  0.092
13 Se -3.74 2.64 -2.18  0.061
14 Sb -1.34 3.00 -1.90  -0.227
15 Se -1.76 5.04 -0.70  0.075
16 Se -0.56 3.34 -4.22  0.142
17 Se 0.72 1.56 -1.38  0.103
18 Se 3.88 0.59 -0.44  0.738
19 C 3.73 -0.79 0.70  -0.843
20 N 3.20 -1.61 1.36  0.066
21 Br -1.83 -0.87 0.07  0.829
22 C -1.97 0.69 1.18  -0.569
23 C -3.13 1.43 1.06  -0.186
24 C -3.22 2.68 1.65  -0.105
25 C -2.13 3.20 2.33  -0.104
26 C -0.97 2.45 2.45  -0.012
27 C -0.88 1.17 1.92  -0.208
28 C 0.37 0.41 2.01  -0.673
29 O 1.55 0.98 1.91  -0.163
30 O 0.41 -0.87 1.94  -0.148
31 H -3.95 1.04 0.47  0.075
32 H -4.12 3.26 1.53  0.115
33 H -2.18 4.19 2.75  0.110
34 H -0.12 2.84 2.99  0.129

Molecular formula: C11H11I2N3S
Method: DFT, the ωB97M-V functional and the def2-TZVPD basis

The total energy comes out at -1583.6325 hartree. The value obtained for the HOMO energy is -8.96 eV.

Last column: Löwdin charge in e.
Cartesian coordinates (Å):
1 C -0.80 -3.04 0.52  -0.178
2 C -2.15 -2.32 0.50  -0.826
3 I -3.61 -3.82 -0.02  0.806
4 C -2.11 -1.23 -0.57  -0.773
5 I -3.99 -0.24 -0.90  0.843
6 C -1.00 -0.25 -0.35  -0.318
7 N -0.05 -0.27 -1.23  0.200
8 C 0.99 0.61 -1.03  -0.201
9 C 2.05 0.61 -1.96  -0.010
10 C 3.10 1.47 -1.80  -0.066
11 C 3.12 2.36 -0.71  -0.104
12 C 2.09 2.38 0.20  -0.544
13 S 2.12 3.59 1.50  0.781
14 C 0.99 1.48 0.05  -0.229
15 N -0.01 1.49 0.98  0.185
16 C -0.97 0.63 0.78  -0.318
17 N -2.00 0.51 1.76  0.088
18 H -0.02 -2.40 0.93  0.078
19 H -0.52 -3.25 -0.51  0.077
20 H -0.86 -3.99 1.03  0.051
21 H -2.38 -1.89 1.47  0.057
22 H -1.89 -1.72 -1.51  0.063
23 H 2.03 -0.07 -2.79  0.113
24 H 3.92 1.46 -2.50  0.104
25 H 3.94 3.05 -0.59  0.098
26 H 2.27 2.81 2.58  -0.134
27 H -1.57 0.83 2.63  0.092
28 H -2.70 1.21 1.55  0.064

Molecular formula: C11H11IN2
Method: DFT, the ωB97M-V functional and the def2-TZVPD basis

As for the relative energy (zero: lowest compared OMol25 entry of this formula, charge and spin): 137.7 kcal/mol. The total energy comes out at -832.7454 hartree. The value obtained for the HOMO energy (alpha / beta) is -8.31 / -7.94 eV.

Last column: Löwdin charge in e.
Cartesian coordinates (Å):
1 C 0.61 2.07 1.05  -0.060
2 C 0.47 -0.07 -0.58  -0.202
3 C -0.66 0.36 0.17  -0.234
4 C 1.73 1.58 0.38  -0.343
5 C 0.56 -1.13 -1.56  -0.070
6 C 1.03 -2.40 -1.30  -0.326
7 C -2.17 -1.08 -0.88  0.054
8 C -1.94 -0.29 0.15  -0.327
9 C 1.25 -3.23 -0.22  -0.523
10 C 2.97 2.38 0.26  -0.039
11 C -2.94 -0.32 1.27  -0.060
12 N -0.49 1.36 0.97  0.129
13 N 1.63 0.64 -0.52  0.177
14 I -0.11 -3.32 1.34  0.827
15 H 0.60 2.82 1.87  0.131
16 H 0.58 -0.57 -2.54  0.151
17 H 1.43 -2.87 -2.19  0.097
18 H -2.98 -1.70 -0.83  0.046
19 H -1.58 -1.12 -1.83  0.083
20 H 3.16 3.21 0.90  0.067
21 H 3.75 1.66 -0.04  0.089
22 H 2.75 2.93 -0.69  0.100
23 H -2.98 0.64 1.86  0.091
24 H -2.75 -1.11 2.06  0.091
25 H -3.90 -0.44 0.90  0.048

Molecular formula: C11H11N2PS
Method: DFT, the ωB97M-V functional and the def2-TZVPD basis

As for the relative energy (zero: lowest compared OMol25 entry of this formula, charge and spin): 0.0 kcal/mol. The total energy comes out at -1274.8169 hartree. The structure (SMILES) is CP(=S)(c1ccccn1)c1ccccn1. The value obtained for the HOMO energy is -8.39 eV.

Last column: Löwdin charge in e.
Cartesian coordinates (Å):
1 C -0.11 1.62 2.43  -0.092
2 P 0.80 0.86 0.58  0.520
3 S 2.44 1.76 0.04  0.212
4 C -0.55 1.18 -0.60  -0.435
5 C -0.26 1.30 -1.95  -0.083
6 C -1.27 1.70 -2.81  -0.062
7 C -2.53 1.96 -2.28  -0.058
8 C -2.71 1.80 -0.91  -0.138
9 N -1.75 1.43 -0.09  0.061
10 C 1.01 -0.95 0.71  -0.434
11 C 2.27 -1.48 0.49  -0.092
12 C 2.41 -2.86 0.52  -0.061
13 C 1.28 -3.63 0.79  -0.057
14 C 0.07 -2.98 1.00  -0.143
15 N -0.07 -1.67 0.96  0.070
16 H 0.45 1.16 3.24  0.011
17 H 0.03 2.68 2.35  0.013
18 H -1.14 1.30 2.39  -0.002
19 H 0.75 1.11 -2.30  0.087
20 H -1.08 1.82 -3.87  0.108
21 H -3.33 2.30 -2.91  0.102
22 H -3.67 1.99 -0.45  0.106
23 H 3.11 -0.82 0.29  0.054
24 H 3.37 -3.33 0.35  0.109
25 H 1.34 -4.70 0.82  0.101
26 H -0.83 -3.54 1.21  0.105

Molecular formula: C11H11N3O
Method: DFT, the ωB97M-V functional and the def2-TZVPD basis

As for the relative energy (zero: lowest compared OMol25 entry of this formula, charge and spin): 100.8 kcal/mol. The total energy comes out at -665.0924 hartree. The value obtained for the HOMO energy (alpha / beta) is -7.22 / -7.22 eV.

Last column: Löwdin charge in e.
Cartesian coordinates (Å):
1 C -3.41 1.25 0.39  -0.114
2 C -3.75 -0.03 0.13  -0.112
3 C -2.09 1.66 0.29  -0.088
4 C -2.84 -0.99 -0.18  -0.015
5 C -1.10 0.71 0.15  -0.055
6 C -1.47 -0.65 -0.05  -0.155
7 C -0.57 -1.76 -0.14  -0.033
8 C -0.79 -3.19 -0.09  -0.366
9 C 2.70 -0.27 0.21  -0.022
10 C 1.60 -0.51 -0.53  -0.110
11 C 3.79 0.87 -0.07  -0.036
12 N 1.44 -2.81 -0.20  0.079
13 N -1.80 -3.96 -0.13  0.103
14 N 0.92 -1.63 -0.22  -0.072
15 O 0.53 -3.74 -0.06  0.038
16 H -4.22 1.92 0.68  0.106
17 H -4.80 -0.24 0.20  0.108
18 H -1.79 2.72 0.47  0.118
19 H -3.11 -2.01 -0.23  0.080
20 H -0.13 1.07 0.43  0.087
21 H 2.82 -0.92 1.00  0.079
22 H 0.95 0.17 -1.09  0.136
23 H 3.74 1.63 0.64  0.043
24 H 4.70 0.30 0.07  0.059
25 H 3.89 1.17 -1.11  0.072
26 H -1.50 -4.88 0.25  0.068

Molecular formula: C11H11NO
Method: DFT, the ωB97M-V functional and the def2-TZVPD basis

As for the relative energy (zero: lowest compared OMol25 entry of this formula, charge and spin): 102.0 kcal/mol. The total energy comes out at -555.5963 hartree. The value obtained for the HOMO energy is -7.80 eV.

Last column: Löwdin charge in e.
Cartesian coordinates (Å):
1 C -1.94 -2.54 1.09  -0.061
2 C -0.66 -2.91 0.66  -0.049
3 C -2.22 -1.14 1.08  -0.081
4 C 0.20 -1.90 0.21  -0.056
5 C -1.30 -0.15 0.83  -0.020
6 C -0.01 -0.57 0.35  -0.212
7 C 1.87 1.29 0.74  -0.316
8 C 0.55 1.37 -1.82  -0.244
9 C 0.99 0.49 -0.02  -0.182
10 C 2.18 2.55 1.36  0.012
11 C -0.50 0.51 -2.51  -0.025
12 N 2.40 0.24 0.33  0.232
13 O 0.99 2.45 -1.95  0.099
14 H -2.65 -3.19 1.52  0.083
15 H -0.30 -3.88 0.54  0.079
16 H -3.25 -1.06 1.15  0.074
17 H 1.00 -2.20 -0.35  0.086
18 H -1.53 0.86 0.77  0.093
19 H 1.32 2.97 1.73  0.062
20 H 2.35 3.20 0.50  0.102
21 H 3.02 2.46 1.97  0.076
22 H -1.46 1.01 -2.23  0.107
23 H -0.53 -0.56 -2.40  0.075
24 H -0.52 0.71 -3.56  0.064

Molecular formula: C11H11NO3
Method: DFT, the ωB97M-V functional and the def2-TZVPD basis

As for the relative energy (zero: lowest compared OMol25 entry of this formula, charge and spin): 154.7 kcal/mol. The total energy comes out at -706.0197 hartree. The value obtained for the HOMO energy (alpha / beta) is -6.89 / -6.90 eV.

Last column: Löwdin charge in e.
Cartesian coordinates (Å):
1 C -1.23 2.13 -3.58  -0.074
2 C -1.78 0.94 -3.16  -0.090
3 C -0.14 2.65 -2.81  -0.094
4 C -1.26 0.22 -2.11  -0.028
5 C 0.54 1.94 -1.87  0.002
6 C -0.11 0.64 -1.46  -0.111
7 C 0.40 -2.23 0.70  -0.155
8 C 2.21 -0.36 1.19  -0.162
9 C 0.54 -0.13 -0.44  -0.359
10 C -0.19 -1.29 3.67  -0.092
11 C -0.84 -2.26 2.63  -0.207
12 N 0.04 -1.18 0.08  0.143
13 O 1.71 0.24 0.07  0.036
14 O 3.35 0.07 1.48  0.080
15 O 0.09 -2.89 1.74  -0.027
16 H -1.71 2.56 -4.41  0.081
17 H -2.58 0.69 -3.80  0.089
18 H 0.27 3.63 -3.11  0.105
19 H -1.50 -0.72 -1.64  0.103
20 H 1.27 2.38 -1.25  0.083
21 H 0.43 -0.43 3.20  0.066
22 H -1.00 -0.75 4.29  0.096
23 H 0.47 -1.75 4.43  0.073
24 H -1.58 -1.83 1.99  0.110
25 H -1.19 -3.02 3.40  0.131
26 H 3.80 0.74 0.77  0.201

Molecular formula: C11H12BClF4MoNO5
Method: DFT, the ωB97M-V functional and the def2-TZVPD basis

As for the relative energy (zero: lowest compared OMol25 entry of this formula, charge and spin): 38.1 kcal/mol. As for the expectation value of S²: 2.0082. The charge is +1. The total energy comes out at -1809.9783 hartree. As for the multiplicity: 3. The value obtained for the HOMO energy (alpha / beta) is -11.15 / -11.15 eV.

Last column: Löwdin charge in e.
Cartesian coordinates (Å):
1 Mo -0.50 2.55 0.96  2.001
2 N -2.46 0.62 1.10  0.021
3 C -2.36 0.09 2.45  -0.107
4 C -1.23 0.79 3.24  -0.496
5 O -0.91 0.52 4.35  0.205
6 O -0.66 1.73 2.48  -0.250
7 H -3.36 1.06 0.92  0.108
8 H -2.29 -0.09 0.40  0.106
9 H -2.12 -0.97 2.45  0.147
10 H -3.28 0.24 3.03  0.147
11 F 1.06 6.73 1.05  0.340
12 B 1.29 5.50 0.75  -0.936
13 F -0.91 4.23 0.74  -0.350
14 F 1.50 4.61 1.70  0.238
15 F 1.31 5.07 -0.48  0.283
16 C -0.29 -2.85 -3.14  -0.023
17 C 0.28 -2.74 -1.77  -0.196
18 C 0.18 -3.77 -0.85  -0.058
19 C 0.73 -3.65 0.42  -0.680
20 Cl 0.50 -4.90 1.57  0.699
21 C 1.45 -2.51 0.77  -0.096
22 C 1.58 -1.48 -0.14  -0.030
23 C 0.95 -1.56 -1.39  -0.225
24 O 0.92 -0.56 -2.33  -0.018
25 C 1.37 0.73 -2.05  -0.056
26 C 0.59 1.41 -0.93  -0.496
27 O 0.20 2.61 -0.98  -0.082
28 O 0.29 0.84 0.16  -0.122
29 H -0.78 -3.80 -3.28  0.086
30 H 0.50 -2.75 -3.88  0.095
31 H -0.99 -2.04 -3.33  0.086
32 H -0.33 -4.68 -1.13  0.117
33 H 1.90 -2.43 1.74  0.109
34 H 2.17 -0.61 0.13  0.112
35 H 1.22 1.31 -2.97  0.160
36 H 2.44 0.75 -1.79  0.161